# 1
{
  "formula": "C6H10O",
  "method": "wB97M-V/def2-TZVPD",
  "homo_energy_ev": -7.79,
  "lumo_ev": 0.81,
  "relative_energy_kj_mol": 256.12,
  "homo_lumo_gap_ev": 8.6,
  "molar_mass_g_mol": 98.14,
  "e_tot_ev": -8428.586,
  "charge": 0,
  "elements": ["C", "C", "C", "C", "C", "C", "O", "H", "H", "H", "H", "H", "H", "H", "H", "H", "H"],
  "coordinates": [[2.834, 1.092, 0.281], [2.596, -0.467, 0.423], [1.183, -0.942, 0.497], [0.102, -0.209, 0.238], [-1.183, -0.575, -0.358], [-2.234, 0.337, -0.304], [-3.563, 0.257, -0.812], [2.469, 1.451, -0.703], [2.235, 1.782, 0.970], [3.859, 1.285, 0.329], [3.332, -0.886, -0.309], [3.113, -0.742, 1.371], [1.059, -1.966, 0.635], [-0.069, 0.771, 0.696], [-1.330, -1.378, -1.117], [-2.027, 1.353, 0.130], [-3.923, 0.863, -0.165]],
  "atomic_forces_ev_per_a": [[-3.279, -0.049, -0.257], [1.761, 2.051, 2.167], [0.851, 0.813, -1.471], [-1.836, 0.843, 0.564], [-2.839, 0.784, -0.951], [1.598, -0.433, -0.077], [2.586, -0.239, 0.905], [0.295, -0.401, 0.180], [1.017, -1.282, -0.359], [1.557, 0.458, 0.298], [-1.466, -0.350, -0.014], [-0.248, 0.042, -0.249], [-0.124, -2.020, -0.710], [1.212, 0.610, -0.845], [0.316, 0.074, 1.162], [-0.236, -1.103, -0.073], [-1.166, 0.203, -0.270]],
  "mulliken_charge": [-1.23, -0.25, -0.46, -0.01, -0.38, -0.14, -0.46, 0.32, 0.27, 0.41, 0.28, 0.26, 0.40, 0.14, 0.28, 0.21, 0.36]
}

# 2
{
  "formula": "C6H10O",
  "method": "wB97M-V/def2-TZVPD",
  "homo_energy_ev": -9.50,
  "lumo_ev": 0.98,
  "relative_energy_kj_mol": 29.65,
  "homo_lumo_gap_ev": 10.5,
  "molar_mass_g_mol": 98.14,
  "e_tot_ev": -8430.933,
  "charge": 0,
  "elements": ["C", "C", "C", "C", "C", "C", "O", "H", "H", "H", "H", "H", "H", "H", "H", "H", "H"],
  "coordinates": [[0.202, -2.412, -0.415], [0.191, -0.965, -0.859], [-1.429, 1.404, 1.332], [-0.914, 1.557, 0.116], [0.562, 1.454, -0.197], [1.051, 0.007, -0.064], [-0.466, -0.596, -1.809], [1.162, -2.873, -0.676], [-0.602, -2.954, -0.916], [0.086, -2.489, 0.671], [-0.799, 1.238, 2.205], [-2.502, 1.425, 1.502], [-1.581, 1.696, -0.732], [1.142, 2.086, 0.487], [0.754, 1.812, -1.213], [2.087, -0.094, -0.420], [1.058, -0.296, 0.990]],
  "atomic_forces_ev_per_a": [[-0.050, -0.045, -0.017], [-0.102, 0.038, -0.191], [0.056, 0.035, -0.099], [-0.106, -0.034, 0.136], [0.022, 0.050, -0.018], [0.002, -0.006, 0.026], [0.274, -0.146, 0.332], [-0.096, 0.087, 0.042], [0.136, 0.062, 0.039], [0.018, 0.034, -0.164], [-0.065, 0.042, -0.119], [0.158, 0.041, -0.031], [0.078, -0.004, 0.140], [-0.086, -0.094, -0.098], [-0.058, -0.057, 0.140], [-0.146, -0.013, 0.042], [-0.033, 0.012, -0.158]],
  "mulliken_charge": [-1.23, 0.86, -0.74, -0.10, -0.64, -0.72, -0.56, 0.30, 0.34, 0.34, 0.22, 0.27, 0.30, 0.38, 0.29, 0.39, 0.30]
}

# 3
{
  "formula": "C6H10O",
  "method": "wB97M-V/def2-TZVPD",
  "homo_energy_ev": -8.93,
  "lumo_ev": 1.14,
  "relative_energy_kj_mol": 101.66,
  "homo_lumo_gap_ev": 10.1,
  "molar_mass_g_mol": 98.14,
  "e_tot_ev": -8430.187,
  "charge": 0,
  "elements": ["C", "C", "C", "C", "C", "C", "O", "H", "H", "H", "H", "H", "H", "H", "H", "H", "H"],
  "coordinates": [[1.496, 1.382, 0.916], [0.473, 0.359, 0.420], [-0.818, 0.950, -0.145], [-1.699, -0.259, -0.349], [-1.105, -1.458, -0.366], [0.338, -1.582, -0.817], [1.094, -0.408, -0.599], [1.021, 2.214, 1.448], [2.060, 1.831, 0.084], [2.237, 0.921, 1.574], [0.062, -0.424, 1.120], [-0.593, 1.540, -1.041], [-1.282, 1.625, 0.589], [-2.780, -0.150, -0.349], [-1.636, -2.384, -0.165], [0.887, -2.452, -0.419], [0.246, -1.706, -1.902]],
  "atomic_forces_ev_per_a": [[-0.021, -0.046, 0.089], [0.015, 0.219, 0.210], [0.033, -0.038, -0.023], [-0.040, -0.179, -0.024], [-0.215, 0.000, -0.464], [-0.210, -0.289, -0.143], [-0.007, 0.027, -0.070], [-0.018, -0.268, 0.031], [-0.353, -0.303, 0.040], [-0.128, -0.001, -0.017], [1.098, 1.262, 0.525], [-0.091, -0.113, 0.019], [0.027, -0.156, -0.146], [0.116, -0.102, 0.370], [-0.165, 0.066, -0.541], [-0.325, 0.135, 0.095], [0.284, -0.212, 0.048]],
  "mulliken_charge": [-1.44, 0.33, -0.59, -0.33, -0.57, -0.33, -0.43, 0.37, 0.33, 0.33, 0.37, 0.30, 0.35, 0.38, 0.40, 0.28, 0.26]
}

# 4
{
  "formula": "C6H10O",
  "method": "wB97M-V/def2-TZVPD",
  "homo_energy_ev": [-7.13, -7.19],
  "lumo_ev": [0.88, 0.87],
  "relative_energy_kj_mol": 267.43,
  "homo_lumo_gap_ev": [8.0, 8.1],
  "molar_mass_g_mol": 98.14,
  "e_tot_ev": -8428.469,
  "charge": 0,
  "elements": ["C", "C", "C", "C", "C", "C", "O", "H", "H", "H", "H", "H", "H", "H", "H", "H", "H"],
  "coordinates": [[-0.241, -1.908, -0.691], [-1.149, -1.041, -1.113], [0.712, -1.604, 0.369], [-1.271, 0.354, -0.544], [-0.271, 0.641, 0.534], [0.885, 1.556, 0.270], [-0.835, 0.683, 1.785], [-0.180, -2.885, -1.164], [-1.863, -1.292, -1.888], [0.515, -1.978, 1.361], [1.752, -1.511, 0.101], [-1.165, 1.072, -1.364], [-2.276, 0.463, -0.120], [1.281, 1.398, -0.728], [1.691, 1.392, 0.985], [0.569, 2.603, 0.356], [-0.160, 0.864, 2.448]],
  "atomic_forces_ev_per_a": [[0.080, -0.305, -0.135], [-0.175, 0.126, -0.112], [-1.079, 3.171, 0.268], [0.039, -0.085, 0.215], [1.410, -2.966, 0.093], [-0.178, 0.103, 0.186], [-0.107, 0.302, -0.255], [-0.221, -0.070, -0.132], [-0.021, -0.127, -0.138], [0.015, -0.224, 0.178], [0.257, -0.118, -0.018], [-0.073, 0.067, 0.059], [0.050, 0.125, -0.059], [-0.009, -0.078, -0.049], [0.006, -0.007, 0.023], [-0.051, 0.080, -0.036], [0.057, 0.006, -0.090]],
  "mulliken_charge": [0.03, -0.44, -1.06, -0.67, 0.78, -1.62, -0.50, 0.34, 0.41, 0.27, 0.28, 0.31, 0.33, 0.35, 0.44, 0.41, 0.36]
}